(1)
{"formula": "C11H16N3O", "method": "ωB97M-V with the def2-TZVPD basis set", "de_lowest_ev": 4.537, "multiplicity": 1, "total_charge": 1, "total_energy_ha": -667.861548, "elements": ["C", "C", "C", "C", "C", "C", "C", "C", "C", "C", "C", "N", "N", "N", "O", "H", "H", "H", "H", "H", "H", "H", "H", "H", "H", "H", "H", "H", "H", "H", "H"], "coordinates": [[-1.88990, 4.75694, 0.29992], [-0.66581, 4.26745, -0.23699], [-2.89415, 3.91471, 0.79991], [-0.50909, 2.93714, -0.33650], [-2.74245, 2.53893, 0.67908], [-1.53152, 2.06489, 0.14840], [-1.26108, 0.74645, -0.11827], [1.68313, -1.78559, -0.14853], [1.28849, -3.22472, -0.29309], [2.16275, -1.18174, -1.44677], [-1.47705, -1.51209, -0.03967], [-0.24590, -1.14151, -0.73318], [-2.01716, -0.24722, 0.42094], [2.27524, -1.55231, 1.08847], [-0.28512, 0.23351, -0.83014], [-1.97108, 5.88841, 0.41841], [-0.04153, 5.01409, -0.60689], [-3.89847, 4.34357, 1.24785], [0.41929, 2.66834, -0.81921], [-3.56299, 2.00231, 0.99119], [0.36143, -3.35161, -0.89716], [1.30462, -3.55124, 0.74363], [1.97300, -3.92527, -0.82192], [2.14203, -0.10023, -1.37370], [1.63193, -1.49344, -2.23608], [3.21936, -1.18544, -1.45815], [-2.22170, -2.09196, -0.63499], [-1.37646, -2.33969, 0.85177], [-2.43121, -0.27994, 1.33883], [2.22642, -2.10222, 1.92693], [2.59171, -0.64122, 1.25719]], "forces_ev_per_a": [[0.3087, 1.3864, 0.8704], [-3.4132, 1.1178, 1.1050], [-1.3367, 1.2776, 0.2482], [-0.0672, -0.2197, 0.1506], [1.9790, 2.0024, -0.5234], [1.0443, 2.6212, -1.1258], [-0.8293, -4.4551, 1.3343], [0.0440, -1.4406, -0.2934], [-0.1908, -0.8312, -0.1057], [1.7742, 2.9121, 4.5597], [-0.2616, -2.9592, 1.5033], [0.4952, -2.5257, 0.6080], [1.1578, -0.3161, -0.5657], [-1.1443, 0.5222, -2.5280], [-1.1703, 2.8214, 0.5035], [-0.1705, -1.7197, -0.2998], [1.4577, 0.6768, -0.5651], [2.3590, -0.8673, -1.0210], [-0.1417, -1.0275, 0.1222], [-1.3210, -1.8618, 0.4704], [0.3881, 0.1248, 1.0222], [-1.0013, -0.9079, -0.1345], [0.2838, 1.0598, 0.2654], [-0.9253, 0.5680, -0.1229], [-1.5295, -1.3483, -2.8142], [1.4178, -1.3500, -0.5495], [0.4387, 0.8486, -0.3890], [0.4675, 2.1881, -1.5028], [-0.2228, 0.9092, -0.1038], [-0.5687, -0.5618, -0.3227], [0.6784, 1.3554, 0.2040]]}



(2)
{"formula": "C11H16N4", "method": "ωB97M-V with the def2-TZVPD basis set", "de_lowest_ev": 1.869, "multiplicity": 1, "total_charge": 2, "smiles": "Cc1ccc(C)[n+](-[n+]2ncn(C)c2C)c1", "total_energy_ha": -647.084985, "elements": ["C", "C", "C", "C", "C", "C", "N", "N", "N", "C", "N", "C", "C", "C", "C", "H", "H", "H", "H", "H", "H", "H", "H", "H", "H", "H", "H", "H", "H", "H", "H"], "coordinates": [[-0.32924, 4.10739, -1.58785], [0.25831, 3.04455, -0.72254], [1.44700, 3.22169, 0.06845], [1.77015, 2.19122, 0.90864], [1.02972, 0.99888, 1.05412], [1.31424, -0.04052, 2.00103], [0.02577, 0.82135, 0.19990], [-0.78533, -0.32368, 0.31398], [-1.76839, -0.30529, 1.20634], [-2.09578, -1.52547, 1.43933], [-1.36861, -2.42963, 0.70849], [-1.81435, -3.79126, 0.48937], [-0.43523, -1.74626, 0.03649], [0.40464, -1.99622, -1.10642], [-0.34310, 1.78588, -0.67359], [-1.11130, 4.77891, -1.15864], [0.50689, 4.73630, -2.10981], [-0.90010, 3.57964, -2.40512], [2.09924, 4.13882, 0.06462], [2.58291, 2.29399, 1.53959], [0.73272, 0.18124, 2.94670], [1.00454, -0.99516, 1.72271], [2.39954, -0.06030, 2.21820], [-2.93748, -1.62366, 2.11848], [-1.02557, -4.38019, 0.17555], [-2.07924, -4.32444, 1.44889], [-2.67127, -3.82062, -0.12356], [1.24970, -1.46104, -0.93702], [0.80248, -3.01536, -1.19964], [-0.10620, -1.63409, -2.01091], [-1.35832, 1.81917, -1.07281]], "forces_ev_per_a": [[0.1065, 0.6084, -2.3675], [1.0495, -0.4151, 0.7512], [-0.6653, 0.2154, -0.7111], [-1.1447, -0.9001, -0.1056], [0.8933, 1.2907, -1.0904], [1.1120, 0.8052, 2.9205], [-0.9267, -0.4430, -0.5841], [0.9970, -3.6352, -0.3124], [0.1980, 0.8925, 0.6559], [-1.1929, 1.3705, 0.4918], [0.7240, 1.2303, -0.4110], [-0.4687, -1.0236, 2.7731], [-2.6008, 3.4820, 0.2354], [-0.9562, -2.3409, -0.7520], [-1.2507, 2.4719, -0.0729], [0.9798, -0.4567, 0.2814], [-1.6255, -1.0602, 1.1021], [0.6799, 0.6401, 0.5423], [-1.0217, -0.9596, -0.1619], [1.5743, 0.1190, 1.2029], [0.8136, -0.1330, -0.6939], [-0.2823, -1.5530, -0.5825], [-0.6722, -0.0227, 0.1666], [0.2011, -1.1021, -0.1950], [1.5819, -0.9781, -1.3288], [0.0948, 1.1561, -0.6264], [-0.7802, 0.1191, -0.9881], [2.7227, 2.0314, 0.0841], [-0.6957, 0.0517, -0.0966], [0.2220, -0.3422, 0.1429], [0.3332, -1.1188, -0.2699]]}



(3)
{"formula": "C11H16NO2P", "method": "ωB97M-V with the def2-TZVPD basis set", "de_lowest_ev": 1.747, "multiplicity": 1, "smiles": "O=C(CP)c1ccccc1.CNC(C)=O", "total_energy_ha": -975.317055, "elements": ["O", "C", "C", "P", "C", "C", "C", "C", "C", "C", "H", "H", "H", "H", "H", "H", "H", "H", "H", "C", "N", "C", "C", "O", "H", "H", "H", "H", "H", "H", "H"], "coordinates": [[1.57331, 0.95274, 0.77440], [1.68005, -0.21854, 1.09742], [1.04898, -0.78589, 2.36682], [-0.79401, -0.94705, 2.29521], [2.50252, -1.14963, 0.21307], [2.47584, -1.03940, -1.15869], [3.24404, -1.91691, -1.89716], [3.99990, -2.89295, -1.31033], [4.02590, -3.01949, 0.06556], [3.28268, -2.12493, 0.80035], [1.38393, -0.15114, 3.19613], [1.44377, -1.78037, 2.59308], [-1.32569, -0.05147, 1.34778], [-1.04231, -2.27313, 1.87436], [1.88242, -0.27252, -1.64635], [3.20677, -1.80434, -2.97835], [4.58669, -3.57842, -1.91606], [4.61722, -3.76664, 0.58374], [3.30102, -2.21276, 1.88420], [-2.61700, 3.73049, -0.50843], [-2.47750, 2.29812, -0.32472], [-3.39465, 1.32449, -0.56901], [-4.74143, 1.74969, -1.10151], [-3.12155, 0.15238, -0.36008], [-1.85628, 4.07589, -1.21046], [-2.46126, 4.23004, 0.44918], [-3.59838, 3.99080, -0.89027], [-1.59976, 1.94688, 0.02737], [-5.35837, 0.86765, -1.24489], [-5.23894, 2.41112, -0.39097], [-4.62788, 2.25532, -2.06137]], "forces_ev_per_a": [[-0.3318, -0.7173, 0.4018], [0.5441, 0.1836, -0.6569], [0.7241, 0.1741, -0.6995], [-0.6733, 0.2186, 1.9892], [-0.8255, 0.4359, 0.9299], [0.0235, 0.3043, -0.1317], [-0.5666, 0.6531, -1.2181], [0.7824, -0.9871, -0.0243], [0.1389, 0.1759, 0.0733], [-0.0419, -0.4030, 1.0550], [-0.5398, 0.0892, -0.1225], [-0.2251, 0.0809, -0.1502], [0.5258, -0.5507, -0.5404], [0.3163, 0.4282, -0.7645], [0.0338, -0.0898, 0.1276], [0.1636, -0.2110, 0.1163], [-0.1133, 0.1253, -0.0178], [-0.0138, 0.0107, -0.2311], [0.0198, 0.0552, -0.1382], [0.4141, -0.2367, 0.1734], [-0.3012, -0.0627, -0.0914], [0.1665, -0.1201, 0.0644], [-0.0218, -0.0381, -0.0035], [-0.0704, 0.0143, -0.0099], [-0.0992, 0.1642, -0.0199], [-0.0808, 0.1602, -0.0754], [-0.0079, -0.0663, 0.0046], [0.0464, 0.0607, -0.0316], [0.0947, -0.0512, 0.0398], [-0.0109, 0.0916, -0.1066], [-0.0707, 0.1079, 0.0582]]}



(4)
{"formula": "C11H16O3", "method": "ωB97M-V with the def2-TZVPD basis set", "de_lowest_ev": 5.191, "multiplicity": 1, "total_energy_ha": -654.291628, "elements": ["C", "C", "C", "C", "C", "C", "C", "C", "C", "C", "C", "O", "O", "O", "H", "H", "H", "H", "H", "H", "H", "H", "H", "H", "H", "H", "H", "H", "H", "H"], "coordinates": [[0.38608, 0.88703, -1.98008], [-0.20303, -0.21841, -2.37470], [0.56973, -0.77294, 0.28356], [0.05276, 1.33108, 1.71076], [0.12372, 1.49636, -0.55877], [-1.14730, -1.11776, -1.60128], [0.81177, 0.80106, 0.53426], [-0.84814, -0.95764, -0.10054], [-1.25295, 1.32870, -0.09222], [2.29571, 1.02988, 0.66795], [-1.78258, -1.62238, 0.83542], [-1.28954, 1.57937, 1.32553], [-0.84935, -2.46909, -2.10391], [-2.35565, 1.56012, -0.80915], [1.07979, 1.47965, -2.45807], [0.17124, -0.70364, -3.37931], [1.15471, -1.10596, -0.47095], [0.79735, -1.08948, 1.34152], [-0.01934, 0.48432, 2.51464], [0.42090, 2.25971, 2.08141], [0.27026, 2.51941, -0.58188], [-2.16747, -0.90596, -1.84279], [2.44270, 2.13430, 0.95995], [2.64126, 0.80532, -0.29070], [2.66478, 0.29734, 1.29629], [-1.74912, -1.30393, 1.97947], [-1.67517, -2.83387, 0.81536], [-2.82304, -1.28612, 0.45618], [-0.47426, -2.94089, -1.24707], [-3.12499, 1.17516, -0.34673]], "forces_ev_per_a": [[-1.6616, 0.4959, 3.2727], [0.9424, -1.5413, -2.7636], [-1.7646, 2.8129, 4.0245], [-0.9661, -2.8234, 2.4118], [-1.3074, -1.5413, -3.1075], [2.2358, -0.3131, 0.7964], [1.2063, -1.4567, 0.0592], [-1.3631, 2.7870, -0.5476], [-0.8433, -4.0432, 2.0282], [-1.9223, 3.0343, -0.1993], [-1.7662, -1.1663, 1.2390], [-0.7875, 0.0537, -2.9720], [0.8373, -1.0536, 3.2705], [-0.2235, 0.4878, 0.4803], [1.4206, 0.6119, -1.7320], [-1.0228, 1.1019, 1.8645], [2.6421, -1.1331, -1.8363], [-0.0645, -0.8350, -1.3085], [0.4617, 1.7676, -0.8573], [0.7229, 0.5174, 0.5930], [0.9385, 2.4452, -0.0376], [-0.7890, 0.1424, -0.0334], [0.4560, -1.8382, -0.2932], [1.2762, 0.0642, -1.6026], [1.1746, -0.9794, 1.7976], [0.2876, -0.5251, -2.4332], [-0.5468, 2.6469, 0.0911], [1.1544, -1.1501, 0.8050], [-1.1561, 1.1550, -2.8664], [0.4285, 0.2757, -0.1435]]}



Kohn-Sham gap values, unit eV, following the record order: 7.2, 9.3, 8.9, 7.7.
Strongest force on any atom values, unit eV/Å, following the record order: 5.69, 4.35, 2.11, 5.22.